1.
Below is a molecular structure, C28H43B2Cl8F14N10NiO4S2, with properties calculated with ωB97M-V/def2-TZVPD.

Computed properties:
- spin multiplicity = 3
- net charge = -1

Last column: Löwdin spin population.
Cartesian coordinates (Å):
Ni: -2.42 1.03 -0.11  1.796
B: -3.17 2.32 2.49  0.001
F: -3.09 2.01 3.86  0.001
F: -2.10 1.68 1.83  0.031
F: -4.36 1.85 1.93  0.000
F: -3.16 3.70 2.33  0.000
B: -4.08 0.62 -1.99  0.001
F: -4.29 1.45 -0.86  0.025
F: -4.41 1.23 -3.19  0.001
F: -2.71 0.38 -2.04  0.030
F: -4.73 -0.57 -1.72  0.000
C: 0.64 -0.26 -2.52  0.000
F: 1.08 0.98 -2.44  0.000
F: -0.43 -0.31 -3.31  0.000
F: 1.63 -1.01 -2.99  0.000
S: 0.07 -0.88 -0.79  0.003
O: -1.07 -1.73 -0.98  0.000
O: 1.18 -1.46 -0.07  0.004
N: -0.48 0.54 -0.04  0.027
S: 0.78 1.21 0.77  0.003
O: 2.13 1.12 0.25  0.005
O: 0.41 2.57 1.11  0.000
C: 0.74 0.22 2.43  0.000
F: 0.84 1.07 3.45  0.000
F: -0.45 -0.43 2.53  0.000
F: 1.74 -0.61 2.55  0.000
C: 0.86 2.84 5.88  0.000
C: -0.36 3.44 5.38  0.000
N: -1.35 3.89 5.00  0.000
H: 0.71 1.76 5.93  0.000
H: 1.17 3.23 6.85  0.000
H: 1.75 2.98 5.26  0.000
C: -1.60 5.30 0.56  0.001
C: -1.84 4.02 -0.13  0.008
N: -2.02 3.02 -0.66  0.029
H: -2.54 5.86 0.53  0.000
H: -0.90 5.89 -0.03  0.000
H: -1.24 5.08 1.56  0.000
C: 0.50 -0.56 -6.28  0.000
C: 0.67 0.79 -5.68  0.000
N: 0.82 1.85 -5.25  0.000
H: 1.40 -1.13 -6.05  0.000
H: 0.36 -0.52 -7.35  0.000
H: -0.36 -0.97 -5.76  0.000
C: 2.32 -2.78 4.71  0.000
C: 2.67 -1.50 5.32  0.000
N: 3.04 -0.54 5.83  0.000
H: 2.57 -2.70 3.66  0.000
H: 1.25 -2.99 4.62  0.000
H: 2.75 -3.66 5.18  0.000
C: 2.35 5.14 1.50  0.000
C: 1.85 5.25 2.87  0.000
N: 1.45 5.35 3.95  0.000
H: 1.84 4.44 0.84  0.000
H: 3.35 4.74 1.68  0.000
H: 2.43 6.12 1.02  0.000
C: -2.08 2.87 -4.23  0.000
C: -2.87 3.06 -5.43  0.000
N: -3.48 3.21 -6.39  0.000
H: -2.53 3.34 -3.37  0.000
H: -1.11 3.31 -4.48  0.000
H: -1.87 1.81 -4.07  0.000
C: -2.73 -3.22 -3.12  0.000
C: -1.92 -3.23 -4.34  0.000
N: -1.35 -3.20 -5.34  0.000
H: -2.85 -2.20 -2.73  0.000
H: -2.20 -3.65 -2.27  0.000
H: -3.72 -3.62 -3.31  0.000
C: 1.26 4.26 -3.54  0.000
C: 1.13 5.16 -2.40  0.000
N: 1.08 5.86 -1.49  0.000
H: 0.92 3.26 -3.29  0.000
H: 2.32 4.24 -3.82  0.000
H: 0.68 4.69 -4.35  0.000
C: -3.06 -3.27 1.51  0.000
C: -3.09 -1.83 1.22  0.005
N: -3.12 -0.72 0.97  0.025
H: -2.36 -3.72 0.80  0.000
H: -4.06 -3.65 1.33  0.000
H: -2.79 -3.44 2.55  0.000
Cl: -1.92 -2.39 5.08  0.000
C: -1.75 -0.64 5.51  0.000
C: -1.97 -0.42 6.99  0.000
Cl: -1.02 -1.45 8.11  0.000
H: -2.47 -0.07 4.93  0.000
H: -0.79 -0.30 5.13  0.000
H: -3.00 -0.70 7.19  0.000
H: -1.75 0.61 7.24  0.000
Cl: 5.45 -2.91 1.10  0.000
C: 3.96 -2.11 0.58  0.000
C: 4.25 -1.09 -0.50  0.000
Cl: 4.92 -1.86 -1.97  0.000
H: 3.50 -1.68 1.47  0.000
H: 3.17 -2.81 0.30  0.000
H: 4.95 -0.32 -0.20  0.000
H: 3.30 -0.62 -0.77  0.000
Cl: 0.42 -3.88 2.09  0.000
C: 0.21 -5.15 0.85  0.000
C: 1.49 -5.18 0.04  0.000
Cl: 2.91 -5.56 1.06  0.000
H: -0.65 -4.85 0.27  0.000
H: 0.04 -6.11 1.32  0.000
H: 1.62 -4.16 -0.32  0.000
H: 1.43 -5.93 -0.75  0.000
Cl: 1.17 -4.84 -3.38  0.000
C: 1.73 -4.09 -4.89  0.000
C: 3.12 -3.51 -4.73  0.000
Cl: 3.52 -2.54 -6.18  0.000
H: 1.02 -3.30 -5.14  0.000
H: 1.75 -4.86 -5.67  0.000
H: 3.94 -4.20 -4.58  0.000
H: 3.05 -2.74 -3.97  0.000

2.
Below is 11 unconnected molecules or ions with the total composition C31H59FN4O9S6, with properties calculated with ωB97M-V/def2-TZVPD.

Computed properties:
- energy relative to the best compared isomer or geometry (same formula, charge and spin) (kcal per mole) = 0.0

Last column: Löwdin charge in e.
Cartesian coordinates (Å):
C: 3.42 -5.45 0.83  -0.240
S: 2.17 -4.90 -0.44  0.857
O: 1.27 -3.77 0.14  -0.599
C: 0.98 -6.34 -0.38  -0.241
H: 3.63 -4.59 1.46  0.019
H: 4.31 -5.76 0.32  0.031
H: 3.16 -6.31 1.44  0.052
H: 0.26 -6.20 -1.21  0.047
H: 0.41 -6.38 0.56  0.065
H: 1.50 -7.27 -0.59  0.038
C: 3.27 -1.96 4.93  -0.257
S: 2.16 -3.11 4.02  0.809
O: 1.48 -4.00 5.01  -0.568
C: 0.84 -1.84 3.58  -0.229
H: 3.93 -2.60 5.51  0.038
H: 2.72 -1.31 5.65  0.063
H: 3.76 -1.25 4.27  0.032
H: 1.31 -1.13 2.97  -0.008
H: 0.44 -1.50 4.55  0.049
H: 0.11 -2.38 2.95  0.052
C: -5.43 -4.02 -0.57  -0.264
S: -3.98 -2.96 -0.57  0.810
O: -3.01 -3.53 -1.58  -0.560
C: -4.84 -1.50 -1.15  -0.262
H: -6.04 -3.80 0.30  0.053
H: -5.08 -5.05 -0.41  0.056
H: -5.95 -3.99 -1.51  0.053
H: -5.23 -1.66 -2.17  0.074
H: -4.24 -0.58 -1.11  0.025
H: -5.71 -1.51 -0.49  0.054
C: 1.71 6.43 -0.73  -0.263
S: 2.64 5.29 0.34  0.877
O: 1.62 4.20 0.71  -0.601
C: 3.71 4.59 -1.02  -0.218
H: 2.40 7.22 -1.14  0.071
H: 0.98 6.93 -0.09  0.046
H: 1.25 5.87 -1.54  0.048
H: 4.38 3.84 -0.67  0.022
H: 4.23 5.46 -1.41  0.049
H: 3.12 4.20 -1.87  0.053
C: -0.71 1.54 -0.49  -0.217
S: -0.96 0.08 -1.62  0.836
O: 0.24 -0.06 -2.48  -0.559
C: -0.79 -1.28 -0.36  -0.211
H: -0.56 2.41 -1.13  0.040
H: 0.11 1.28 0.17  0.025
H: -1.65 1.73 0.05  0.021
H: -1.58 -1.30 0.36  0.011
H: 0.16 -1.10 0.11  0.026
H: -0.78 -2.21 -0.94  0.026
C: 0.78 -3.14 -3.57  -0.253
S: -0.62 -2.97 -4.78  0.831
O: -0.08 -2.99 -6.18  -0.576
C: -1.24 -4.69 -4.54  -0.257
H: 1.47 -2.37 -3.90  0.038
H: 1.33 -4.07 -3.69  0.045
H: 0.51 -2.88 -2.56  0.014
H: -2.08 -4.80 -5.23  0.045
H: -1.71 -4.82 -3.58  0.023
H: -0.52 -5.43 -4.84  0.046
C: 2.74 1.40 -3.07  -0.036
C: 1.93 2.04 -4.21  -0.244
O: 2.87 2.88 -4.84  0.128
C: 3.96 3.07 -4.03  -0.539
O: 4.77 3.97 -4.27  0.111
O: 4.00 2.16 -3.07  0.066
F: 0.93 2.72 -3.47  -0.006
H: 2.92 0.31 -3.11  0.143
H: 2.23 1.54 -2.14  0.078
H: 1.38 1.36 -4.86  0.175
N: 4.90 0.60 1.75  0.037
C: 4.19 1.59 1.10  -0.143
C: 3.09 1.12 0.45  -0.065
C: 3.21 -0.32 0.72  -0.111
C: 4.28 -0.58 1.45  -0.183
H: 5.82 0.69 2.13  0.138
H: 4.49 2.64 1.09  0.096
H: 2.30 1.75 0.01  0.078
H: 2.50 -1.08 0.37  0.091
H: 4.60 -1.54 1.81  0.110
N: -3.91 4.35 -2.43  0.016
C: -5.05 4.46 -1.69  -0.152
C: -5.21 3.35 -0.92  -0.102
C: -4.15 2.48 -1.27  -0.137
C: -3.37 3.10 -2.20  -0.124
H: -3.44 5.09 -2.93  0.143
H: -5.63 5.37 -1.74  0.103
H: -6.07 3.11 -0.27  0.102
H: -3.97 1.51 -0.83  0.053
H: -2.46 2.82 -2.71  0.106
N: -0.35 3.53 4.17  -0.007
C: 0.44 2.93 3.23  -0.129
C: 0.59 1.62 3.64  -0.119
C: -0.11 1.44 4.91  -0.084
C: -0.74 2.64 5.14  -0.144
H: -0.52 4.54 4.22  0.158
H: 0.77 3.62 2.47  0.071
H: 1.16 0.91 3.05  0.071
H: -0.11 0.48 5.43  0.083
H: -1.38 3.06 5.88  0.101
N: -2.30 0.87 2.35  0.036
C: -3.45 1.40 1.86  -0.175
C: -4.38 0.41 1.68  -0.098
C: -3.79 -0.82 2.29  -0.097
C: -2.52 -0.48 2.60  -0.148
H: -1.52 1.47 2.57  0.098
H: -3.40 2.42 1.51  0.109
H: -5.39 0.61 1.24  0.099
H: -4.11 -1.83 2.27  0.068
H: -1.68 -1.06 2.96  0.089

| no. | energy (eV) |
| --- | --- |
| 1 | -255130.2748 |
| 2 | -125213.6376 |